[1]
This record from the OMol25 dataset describes C33H56AlF6NO17P as an isolated structure in a non-equilibrium geometry. The level of theory is the ωB97M-V functional and the def2-TZVPD basis.

Element x y z (Å)
1 P -0.2378 0.8563 0.3199
2 Al 3.0132 2.5157 0.9992
3 F -1.6229 0.8226 1.1070
4 F 0.1700 2.4352 0.5108
5 F -1.1526 1.1228 -0.9834
6 F 0.7086 0.7172 1.6351
7 F 1.1668 0.7842 -0.5077
8 F -0.3652 -0.7997 0.1809
9 O 1.0688 -4.0371 -3.1518
10 O -6.6649 -0.6848 -3.7053
11 O -4.8402 4.2762 2.5720
12 O -4.8525 -0.5714 -2.2780
13 O -3.4843 -5.0985 1.9061
14 O -3.8628 -3.1330 0.8195
15 O -0.8502 5.8253 -0.8617
16 O 0.7846 -0.5192 4.5621
17 O 2.9020 -0.9201 4.8433
18 O 4.1010 -0.4434 0.6965
19 O -5.0220 0.7724 -4.0387
20 O -2.8874 -3.1739 2.7806
21 O 2.3736 0.8462 3.6453
22 O -0.9023 -3.1385 -3.4139
23 O 0.8442 6.0782 -2.2085
24 O 1.1984 5.0118 -0.2453
25 O 0.5751 -3.0566 -5.1216
26 N 4.8805 -1.3446 0.1824
27 C 5.2987 -2.8338 -1.7856
28 C 4.5693 -1.5459 -1.2486
29 C 0.3827 -4.3732 -2.0121
30 C -3.7324 -1.7264 1.1155
31 C -3.3569 -3.9167 1.7220
32 C -5.1243 -1.2474 1.3754
33 C -2.6020 7.1087 -1.8561
34 C 6.8049 -2.9510 0.2891
35 C -3.4835 4.5495 2.2220
36 C -5.5118 3.4964 1.5872
37 C -2.9606 -1.7852 2.4481
38 C 0.4869 5.5834 -1.0469
39 C 6.7112 -3.0870 -1.2613
40 C -3.6932 0.9686 -3.6088
41 C 2.2413 -1.9871 5.5558
42 C -5.6157 -0.2018 -3.3693
43 C -2.2092 -4.2341 -1.8262
44 C 7.2186 -0.4924 0.5190
45 C -0.0951 -2.7479 4.8633
46 C -1.4456 6.1536 -2.0588
47 C 6.2442 -1.6292 0.8563
48 C 4.9755 -0.3375 -2.1183
49 C -0.8971 -3.4941 -2.0812
50 C -0.2333 6.8009 -2.7520
51 C 0.7641 -1.6373 5.4161
52 C -3.1829 3.3283 1.3844
53 C 0.2909 -3.3433 -3.9820
54 C 2.0730 -0.1398 4.2635
55 C -3.4419 2.4066 -3.1191
56 C 3.0680 -1.8955 -1.5001
57 C 5.9772 -1.7530 2.4151
58 C -4.4726 3.1623 0.5682
59 C -3.5578 -0.0423 -2.4647
60 H -3.4632 -1.1752 3.1957
61 H 5.9768 -0.4651 -2.5300
62 H 0.2447 -1.4857 6.3646
63 H -3.6525 3.1655 -3.8716
64 H -4.1459 2.5534 -2.2988
65 H -1.9656 -1.4255 2.1814
66 H 2.3569 -1.2751 -0.9527
67 H 7.0464 0.4008 1.1183
68 H -5.1938 -0.1644 1.4650
69 H 5.5576 -2.8145 -2.8431
70 H -2.2851 -5.0287 -2.5683
71 H 7.0081 -0.2423 -0.5217
72 H 7.0870 -4.0221 -1.6766
73 H 4.9398 0.6386 -1.6325
74 H 0.1320 -3.5990 5.5072
75 H 1.0378 -4.0646 -1.1992
76 H 2.4551 -1.9691 6.6237
77 H -2.7695 -0.7590 -2.7002
78 H 6.8559 -2.0165 3.0020
79 H -0.1093 7.8779 -2.6229
80 H -1.1615 -2.5418 4.7956
81 H -5.7410 -1.9282 1.9611
82 H -5.9921 2.6273 2.0372
83 H -6.2707 4.0964 1.0808
84 H 2.7788 -1.8808 -2.5496
85 H -4.3571 3.8060 -0.3064
86 H -4.5243 2.1646 0.1281
87 H -2.4312 2.4483 -2.7142
88 H -0.0413 -5.3758 -2.0832
89 H -2.2610 8.1257 -1.6723
90 H -1.6406 5.2603 -2.6572
91 H 0.2319 -2.9907 3.8499
92 H -0.8779 -2.5548 -1.5233
93 H -3.2237 6.6113 -1.1128
94 H -0.1593 6.6853 -3.8338
95 H 2.8557 -2.9079 -1.1567
96 H 6.4080 -3.8918 0.6693
97 H -3.0780 -3.5802 -1.8831
98 H -3.1367 7.1405 -2.8067
99 H 7.8700 -2.8637 0.5009
100 H -2.2510 3.2279 0.8307
101 H 5.1658 -2.4551 2.6043
102 H -2.9717 0.6285 -4.3519
103 H -3.5203 5.4913 1.6723
104 H -3.2188 0.4679 -1.5630
105 H 7.3943 -2.3953 -1.7617
106 H 4.3184 -0.1743 -2.9720
107 H 4.7301 -3.6846 -1.4122
108 H -3.2269 2.4832 2.0748
109 H 5.6605 -0.7952 2.8293
110 H -2.7201 4.4439 2.9925
111 H -3.2802 -1.3133 0.2158
112 H 8.2730 -0.7594 0.5587
113 H -5.5938 -1.4508 0.4069
114 H 2.4894 -2.9731 5.1650
115 H -2.1416 -4.6204 -0.8082

## Properties
* charge: +1
* HOMO energy: -10.89 eV
* lowest unoccupied orbital energy: -0.2691 Eh


[2]
This record from the OMol25 dataset describes C3H3CrO2 as an isolated structure in a non-equilibrium geometry. The level of theory is the ωB97M-V functional and the def2-TZVPD basis.

Element x y z (Å)
1 Cr 0.3196 0.0450 1.3833
2 O 2.1621 -0.3374 0.8074
3 O 3.8959 -0.9576 -0.5942
4 C -1.2735 -0.2217 0.1543
5 C 2.9864 -0.6266 0.0221
6 C -1.8984 0.7884 -0.4753
7 H -1.4180 1.7600 -0.6436
8 H -2.9340 0.7152 -0.8329
9 H -1.8402 -1.1653 0.1788

## Properties
* charge: +1
* HOMO energy (spin up / spin down): -13.86 / -14.09 eV
* 2S+1: 5
* energy above the lowest of the compared OMol25 structures with the same formula, charge and spin: 0.0137 eV
* lowest unoccupied orbital energy (spin up / spin down): -0.2070 / -0.1912 Eh


[3]
This record from the OMol25 dataset describes a 13-piece molecular cluster, C13H52N16O13 overall in a non-equilibrium geometry. The level of theory is the ωB97M-V functional and the def2-TZVPD basis.

Element x y z (Å)
1 O -19.4071 -9.8246 -19.8840
2 O -17.0395 -12.7952 -24.3711
3 O -18.2592 -17.3186 -16.0125
4 O -14.7418 -13.6951 -17.0094
5 O -17.0698 -17.0996 -20.4475
6 O -16.4676 -20.3338 -16.5660
7 O -18.0235 -13.7578 -17.7251
8 O -21.3457 -13.2315 -18.1275
9 O -19.3367 -17.9368 -19.1909
10 O -17.0192 -11.3215 -15.5604
11 O -21.9775 -18.0641 -16.7326
12 O -20.3467 -13.5929 -20.7646
13 O -14.9743 -14.6952 -20.0301
14 N -14.9307 -19.7430 -18.1706
15 N -21.3326 -16.1624 -17.9609
16 N -19.1399 -15.1010 -15.6723
17 N -20.0232 -16.7348 -14.6140
18 N -19.3651 -12.6422 -23.7670
19 N -21.4060 -13.8101 -15.7731
20 N -15.5059 -12.5113 -19.2627
21 N -14.8324 -15.5953 -15.5859
22 N -15.3264 -15.9852 -17.5361
23 N -20.5445 -11.8901 -16.2720
24 N -17.9467 -10.2115 -18.0628
25 N -15.5226 -12.8483 -21.4127
26 N -22.8452 -15.8897 -16.4466
27 N -18.0039 -11.6749 -19.6573
28 N -16.4947 -18.3428 -17.8912
29 N -18.0040 -13.1817 -22.1686
30 C -18.4920 -10.5648 -19.1792
31 C -15.0291 -15.0510 -16.7152
32 C -17.6869 -16.5443 -21.5925
33 C -19.4198 -19.2112 -18.6223
34 C -22.0413 -16.7305 -17.0530
35 C -19.1025 -16.3872 -15.4734
36 C -15.8954 -11.0175 -14.8360
37 C -18.2105 -14.7908 -18.6735
38 C -21.1856 -12.9313 -16.7757
39 C -15.9184 -19.4650 -17.4662
40 C -21.1121 -14.7329 -21.2014
41 C -15.2457 -13.3621 -20.2342
42 C -18.0907 -12.9043 -23.4032
43 H -17.3923 -10.7182 -17.3706
44 H -21.0341 -14.9281 -22.2589
45 H -18.6841 -19.9184 -19.0430
46 H -18.5698 -17.8521 -19.7244
47 H -18.3125 -12.9041 -18.1166
48 H -20.6539 -16.0291 -14.1432
49 H -15.2458 -13.4297 -22.1903
50 H -20.3209 -11.8497 -15.2658
51 H -18.0331 -9.1954 -17.7672
52 H -15.4309 -10.0333 -15.1464
53 H -15.3881 -11.5026 -19.4612
54 H -17.1615 -12.1882 -19.3639
55 H -23.3172 -15.1640 -16.9913
56 H -17.8930 -15.8030 -18.3167
57 H -14.5063 -20.6989 -18.0463
58 H -16.1564 -17.1906 -20.6157
59 H -19.2698 -19.1611 -17.5451
60 H -17.6796 -14.5743 -19.5776
61 H -19.4770 -12.2579 -24.7108
62 H -20.0273 -14.5235 -15.7421
63 H -15.3417 -15.7218 -18.5178
64 H -23.4814 -16.3540 -15.7190
65 H -20.1244 -12.9810 -23.1561
66 H -21.3020 -15.1911 -18.2964
67 H -19.9839 -17.7004 -14.4320
68 H -18.1562 -11.9045 -20.6475
69 H -15.2256 -11.8106 -15.1169
70 H -14.5587 -19.0872 -18.8200
71 H -17.4142 -18.0722 -17.4346
72 H -15.6570 -16.9726 -17.3104
73 H -15.4892 -12.8531 -18.2748
74 H -20.7244 -16.7985 -18.4263
75 H -20.2182 -11.1407 -16.8739
76 H -19.2556 -14.8135 -18.8180
77 H -17.2497 -12.2241 -15.3500
78 H -21.8961 -14.7549 -16.0067
79 H -18.3877 -15.7898 -21.3163
80 H -16.9983 -13.2247 -21.7991
81 H -18.5092 -14.6915 -16.4051
82 H -20.4756 -19.5510 -18.8468
83 H -18.1246 -17.2638 -22.1993
84 H -21.3311 -13.6221 -14.7649
85 H -20.2715 -13.4803 -19.8012
86 H -18.8700 -13.3442 -21.6448
87 H -16.8823 -16.0591 -22.2701
88 H -16.0174 -11.1616 -13.7486
89 H -15.7247 -11.9039 -21.6974
90 H -22.1522 -14.4320 -20.9552
91 H -14.4929 -14.9678 -14.8469
92 H -20.9028 -15.6202 -20.6609
93 H -14.9059 -16.6040 -15.2895
94 H -16.1983 -17.8000 -18.7210

## Properties
* charge: 0
* HOMO energy: -8.98 eV
* energy above the lowest of the compared OMol25 structures with the same formula, charge and spin: 11.4656 eV
* lowest unoccupied orbital energy: -0.0108 Eh


[4]
This record from the OMol25 dataset describes a 2-piece molecular cluster, C2H6O2 overall in a non-equilibrium geometry. The level of theory is the ωB97M-V functional and the def2-TZVPD basis.

Element x y z (Å)
1 O 0.7580 1.0670 0.7432
2 O 0.7452 -2.2932 0.1592
3 C -0.2921 1.2484 -0.1746
4 C -1.0880 0.2555 -0.5745
5 H 0.7690 1.7794 1.4599
6 H 0.7493 -1.4620 -0.2387
7 H -0.3454 2.1841 -0.5780
8 H 1.5600 -2.3202 0.6151
9 H -1.0129 -0.6907 -0.0566
10 H -1.8432 0.2317 -1.3549

## Properties
* charge: 0
* HOMO energy: -9.67 eV
* SMILES: C=CO.O
* energy above the lowest of the compared OMol25 structures with the same formula, charge and spin: 1.3494 eV
* lowest unoccupied orbital energy: 0.0255 Eh


Taking the records one at a time from the top gives electronic energy values of -3807.67166; -1310.71654; -2380.62091; -230.23103 Eh.